{
  "formula": "C21H26N5O3S5Y",
  "method": "ωB97M-V/def2-TZVPD",
  "total_charge": 0,
  "homo_energy_ev": -6.96,
  "multiplicity": 1,
  "e_tot_ha": -3344.5938,
  "largest_force_ev_per_a": 2.83,
  "relative_energy_kj_mol": 114.1,
  "homo_lumo_gap_ha": 0.23819,
  "symbols": ["Y", "C", "C", "C", "C", "C", "H", "H", "H", "H", "H", "N", "C", "C", "C", "C", "C", "C", "S", "O", "O", "N", "C", "N", "C", "C", "C", "N", "H", "H", "H", "H", "H", "H", "H", "H", "H", "C", "C", "S", "C", "C", "S", "C", "C", "S", "H", "H", "H", "H", "H", "H", "H", "H", "H", "H", "H", "H", "O", "S", "N"],
  "xyz": [[-0.05041, -0.91345, -0.74074], [1.73753, -2.45804, -2.38693], [2.26846, -1.33495, -1.62277], [2.90676, -1.90910, -0.50663], [2.71833, -3.30659, -0.49202], [2.09903, -3.65336, -1.65385], [1.15176, -2.34725, -3.26143], [2.47699, -0.33122, -2.00340], [3.48267, -1.40074, 0.28804], [2.95666, -3.99091, 0.34479], [1.84658, -4.65970, -1.88206], [-5.77622, 2.52318, -5.85732], [-4.68532, 2.01687, -5.21316], [-3.38038, 2.49205, -5.49642], [-2.27830, 1.83751, -5.02896], [-2.47331, 0.72215, -4.18993], [-3.74752, 0.19612, -3.92010], [-4.85348, 0.88339, -4.42465], [-0.97735, -0.04869, -3.51936], [-1.49394, -1.05970, -2.52069], [-0.24090, -0.62082, -4.60282], [-0.03388, 0.98220, -2.69405], [-0.69974, 1.86023, -1.85794], [-0.61926, 1.47564, -0.53256], [-0.72839, 2.37762, 0.45219], [-1.05643, 3.72589, 0.13143], [-1.36267, 3.91736, -1.21077], [-1.21486, 3.03780, -2.21195], [-5.75270, 3.37972, -6.36720], [-6.69343, 2.06889, -5.77868], [-3.32866, 3.34084, -6.16439], [-1.25450, 2.07858, -5.40007], [-3.88246, -0.70755, -3.32646], [-5.82858, 0.45138, -4.24478], [-0.54050, 2.04129, 1.49787], [-1.24258, 4.42662, 0.91341], [-1.69346, 4.85006, -1.64503], [2.58838, -0.60015, 6.70225], [2.58057, -1.98910, 6.11449], [1.15032, -2.42756, 5.12191], [1.87527, -2.67618, 3.45379], [2.63236, -1.44434, 2.99326], [1.53292, -0.25300, 2.13167], [1.89617, 1.15923, 3.09831], [1.58315, 0.99035, 4.61360], [3.15034, 0.60460, 5.50024], [3.35813, -0.53052, 7.50155], [1.60495, -0.36952, 7.14625], [2.66421, -2.67880, 6.97416], [3.50703, -2.15741, 5.48242], [1.04264, -2.80664, 2.71445], [2.44103, -3.57222, 3.52647], [3.41547, -1.75400, 2.24003], [3.13648, -0.94777, 3.83436], [1.15120, 1.87810, 2.70893], [2.85098, 1.69345, 2.94967], [0.78753, 0.24138, 4.72018], [1.25296, 1.93527, 5.11877], [-1.87173, -0.92792, 0.95158], [-1.63440, -2.42023, 1.15861], [-0.45153, -2.89034, 0.37242]]
}

{
  "formula": "C21H26NO2",
  "method": "ωB97M-V/def2-TZVPD",
  "total_charge": 1,
  "homo_energy_ev": -11.52,
  "multiplicity": 1,
  "e_tot_ha": -1020.8493,
  "largest_force_ev_per_a": 0.81,
  "relative_energy_kj_mol": 43.8,
  "homo_lumo_gap_ha": 0.33890,
  "symbols": ["C", "N", "C", "H", "H", "H", "C", "C", "H", "H", "C", "H", "H", "C", "H", "H", "C", "H", "O", "C", "O", "C", "C", "C", "C", "C", "C", "C", "H", "H", "H", "H", "H", "C", "C", "C", "C", "C", "C", "H", "H", "H", "H", "H", "H", "H", "H", "H", "H", "H"],
  "xyz": [[3.62606, 0.61629, 1.03080], [2.41756, 0.64953, 1.86567], [2.71012, 1.28448, 3.16087], [3.05444, 2.30374, 2.99719], [3.48470, 0.72957, 3.69010], [1.81326, 1.32142, 3.77515], [1.76658, -0.67762, 2.05653], [1.93932, -1.73683, 0.96678], [2.95369, -2.12112, 0.89692], [1.64406, -1.33882, -0.00448], [0.94600, -2.82647, 1.40963], [0.47847, -3.29414, 0.54722], [1.45856, -3.60386, 1.97283], [-0.10077, -2.12007, 2.29745], [-0.02946, -2.44338, 3.33392], [-1.11625, -2.29649, 1.95080], [0.23186, -0.63019, 2.18348], [-0.11733, -0.02992, 3.02978], [-0.47213, -0.19928, 1.00572], [-0.42287, 1.01282, 0.49206], [0.39396, 1.85973, 0.82696], [-1.45568, 1.24614, -0.57645], [-0.77525, 1.57856, -1.89139], [-1.40232, 2.43623, -2.78491], [-0.82097, 2.71977, -4.00780], [0.39560, 2.15351, -4.34917], [1.02644, 1.29732, -3.46396], [0.44148, 1.00929, -2.24315], [0.94094, 0.33130, -1.56210], [1.97339, 0.84894, -3.72561], [0.85027, 2.37681, -5.30156], [-1.31897, 3.38643, -4.69449], [-2.35165, 2.87956, -2.52436], [-2.41024, 0.07620, -0.70534], [-3.66060, 0.13922, -0.10573], [-4.53550, -0.92969, -0.19553], [-4.16668, -2.07228, -0.88422], [-2.92178, -2.13950, -1.48682], [-2.04768, -1.07085, -1.39892], [-1.08516, -1.12581, -1.88538], [-2.63206, -3.02491, -2.03238], [-4.84884, -2.90513, -0.95640], [-5.50660, -0.86755, 0.27114], [-3.95707, 1.02914, 0.43160], [-2.01548, 2.13480, -0.25937], [2.15027, -1.09592, 2.99366], [1.67083, 1.27766, 1.39529], [3.39391, 0.25605, 0.03223], [4.38033, -0.02808, 1.48110], [4.02926, 1.62339, 0.94463]]
}

{
  "formula": "C21H26O15SSi",
  "method": "ωB97M-V/def2-TZVPD",
  "total_charge": 0,
  "homo_energy_ev": -9.68,
  "multiplicity": 1,
  "e_tot_ha": -2632.0956,
  "largest_force_ev_per_a": 3.78,
  "homo_lumo_gap_ha": 0.29419,
  "symbols": ["C", "C", "O", "O", "C", "O", "C", "O", "S", "O", "O", "C", "C", "O", "Si", "C", "C", "C", "H", "H", "H", "H", "H", "H", "H", "H", "H", "H", "H", "H", "H", "H", "H", "H", "H", "H", "C", "C", "C", "O", "C", "C", "C", "O", "O", "O", "H", "H", "H", "H", "C", "C", "C", "O", "C", "C", "C", "O", "O", "O", "H", "H", "H", "H"],
  "xyz": [[-0.06713, -0.57311, -0.62760], [-0.32493, 0.41721, -1.75200], [-0.39460, 1.55214, -1.48699], [-0.53024, 0.07723, -3.06648], [-0.27052, -1.26266, -3.37011], [0.72155, -1.62541, -3.81939], [-1.43563, -2.23935, -3.09390], [-0.96038, -3.41986, -2.46890], [-2.15013, -4.53909, -2.12540], [-2.69953, -4.92393, -3.38990], [-3.38710, -3.75425, -1.37348], [-2.96446, -3.13163, -0.13365], [-3.52653, -1.65821, -0.14011], [-4.76943, -1.67731, -0.82196], [-5.07729, -0.32397, -1.79429], [-6.94512, -0.00048, -1.65868], [-4.16072, 1.24486, -1.27404], [-4.69889, -0.64435, -3.63126], [0.88409, -0.29423, -0.16265], [-0.04976, -1.63446, -0.90941], [-0.84054, -0.45044, 0.14050], [-2.18598, -1.71471, -2.48533], [-1.91852, -2.42986, -4.06692], [-1.87224, -3.16530, -0.02807], [-3.47278, -3.65895, 0.68343], [-3.73004, -1.40029, 0.91088], [-2.76266, -1.01865, -0.60376], [-7.43033, -0.93898, -1.97184], [-7.16208, 0.11185, -0.58632], [-7.27288, 0.84606, -2.26835], [-3.96664, 1.28941, -0.19265], [-4.76696, 2.10551, -1.58995], [-3.18467, 1.36104, -1.77516], [-4.14882, 0.19731, -4.07920], [-5.62939, -0.83723, -4.18161], [-4.06235, -1.53235, -3.75240], [3.75642, 5.04342, -0.71079], [4.65722, 4.87893, 0.26425], [4.79660, 3.57815, 0.99316], [5.64834, 3.47680, 1.86019], [3.89827, 2.48930, 0.63050], [2.99419, 2.65174, -0.34288], [2.87194, 3.94422, -1.09175], [2.04790, 4.03530, -1.97973], [2.15603, 1.67452, -0.69740], [5.48232, 5.86038, 0.64157], [3.64866, 5.97675, -1.24536], [3.99824, 1.56587, 1.17272], [1.60421, 2.04086, -1.41795], [6.03062, 5.48452, 1.35714], [4.13258, -1.04349, 3.12788], [4.35166, 0.12590, 3.74224], [4.07351, 0.30942, 5.20383], [4.30777, 1.38736, 5.71498], [3.52652, -0.82176, 5.94604], [3.30487, -1.98863, 5.33048], [3.60765, -2.17999, 3.87588], [3.40254, -3.26848, 3.37161], [2.80350, -3.04568, 5.97431], [4.82806, 1.18914, 3.09084], [4.33132, -1.18947, 2.07487], [3.31378, -0.67286, 6.99535], [2.74331, -3.75767, 5.30814], [4.89561, 1.90184, 3.75683]]
}

{
  "formula": "C21H27BN3O14",
  "method": "ωB97M-V/def2-TZVPD",
  "total_charge": 1,
  "homo_energy_ev": -11.12,
  "multiplicity": 1,
  "e_tot_ha": -2058.7793,
  "largest_force_ev_per_a": 2.56,
  "homo_lumo_gap_ha": 0.26598,
  "symbols": ["C", "C", "O", "O", "C", "C", "C", "C", "N", "C", "N", "N", "C", "O", "C", "O", "B", "O", "O", "H", "H", "H", "H", "H", "H", "H", "H", "H", "H", "H", "H", "H", "H", "H", "H", "H", "H", "H", "C", "C", "C", "O", "C", "C", "C", "O", "O", "O", "H", "H", "H", "H", "C", "C", "C", "O", "C", "C", "C", "O", "O", "O", "H", "H", "H", "H"],
  "xyz": [[2.26879, 2.93497, -0.09650], [2.03309, 3.18742, -1.56064], [2.55059, 4.13113, -2.13484], [1.18060, 2.33351, -2.23357], [1.72685, 1.03686, -2.43237], [0.56684, 0.09401, -2.60630], [0.89257, -1.26352, -3.26969], [2.33468, -1.73562, -3.17575], [2.85842, -1.73761, -1.79742], [4.20120, -1.92838, -1.73953], [4.95831, -2.32835, -2.77055], [4.74512, -1.71501, -0.54741], [3.87661, -2.28741, 0.53764], [3.07905, -3.26541, -0.03868], [2.14262, -2.69383, -0.89712], [1.17900, -1.99852, -0.20670], [-0.01130, -2.69240, 0.07823], [-0.73330, -3.33368, -0.89068], [-0.42606, -2.74482, 1.36766], [3.23180, 2.47989, 0.08118], [2.26889, 3.90772, 0.36722], [1.47634, 2.36607, 0.37045], [2.42034, 1.02238, -3.26695], [2.27578, 0.77106, -1.53257], [-0.14230, 0.59330, -3.25250], [0.04605, -0.08197, -1.67659], [0.25372, -2.03489, -2.86367], [0.67677, -1.18370, -4.32503], [2.38857, -2.74443, -3.58050], [2.93790, -1.11830, -3.82317], [5.59633, -3.09015, -2.63443], [4.91794, -1.93160, -3.69003], [5.69036, -2.08382, -0.50957], [4.52468, -2.76142, 1.25477], [3.33284, -1.50283, 1.04488], [1.70578, -3.51291, -1.45735], [-1.41044, -2.76304, -1.25499], [-0.27952, -1.90756, 1.81819], [-3.69956, 3.55392, -0.83114], [-4.39462, 4.68027, -1.04491], [-3.90454, 5.74865, -1.98332], [-4.60214, 6.73042, -2.13565], [-2.62851, 5.54774, -2.64860], [-1.92983, 4.42444, -2.43294], [-2.43612, 3.34419, -1.51206], [-1.76089, 2.33725, -1.37713], [-0.75916, 4.19071, -3.01167], [-5.55055, 4.93476, -0.45742], [-4.04545, 2.77934, -0.16167], [-2.27831, 6.32859, -3.30843], [-0.44041, 3.31997, -2.69354], [-5.83794, 5.80741, -0.78807], [-3.16117, -1.79119, 6.81224], [-3.07329, -3.11715, 6.63108], [-2.54052, -3.70963, 5.35560], [-2.46976, -4.91791, 5.26855], [-2.14022, -2.79923, 4.29081], [-2.23118, -1.48073, 4.47561], [-2.73761, -0.88725, 5.75683], [-2.76754, 0.32515, 5.84305], [-1.87583, -0.59390, 3.54256], [-3.44135, -3.99472, 7.55108], [-3.53934, -1.35482, 7.72556], [-1.77355, -3.22973, 3.36910], [-2.04181, 0.28377, 3.93724], [-3.27434, -4.87745, 7.17211]]
}